No. 1
{"formula": "C44H56CaN3O5PSSi3", "method": "ωB97M-V/def2-TZVPD", "elements": ["Ca", "C", "O", "C", "C", "C", "C", "C", "C", "N", "N", "C", "O", "C", "C", "C", "C", "C", "C", "C", "O", "H", "H", "H", "H", "H", "H", "H", "H", "H", "H", "H", "H", "C", "Si", "C", "C", "C", "Si", "C", "C", "C", "Si", "C", "C", "C", "C", "C", "C", "C", "N", "H", "H", "H", "H", "H", "H", "H", "H", "H", "H", "H", "H", "H", "H", "H", "H", "H", "H", "H", "H", "H", "H", "H", "H", "H", "H", "H", "H", "C", "P", "C", "C", "C", "C", "C", "C", "C", "H", "H", "H", "H", "H", "H", "H", "H", "H", "H", "H", "O", "C", "O", "C", "C", "C", "C", "S", "C", "C", "H", "H", "H", "H", "H"], "coordinates": [[0.259, -0.108, -0.842], [4.339, 1.658, -2.123], [4.807, 0.365, -2.504], [4.629, -0.637, -1.582], [5.690, -1.488, -1.357], [5.576, -2.548, -0.461], [4.390, -2.720, 0.219], [3.285, -1.874, 0.018], [2.114, -2.189, 0.828], [0.980, -1.581, 0.842], [0.021, -2.128, 1.642], [-1.083, -1.423, 1.815], [-1.162, -0.111, 1.251], [-2.175, -1.895, 2.540], [-2.006, -3.140, 3.232], [-3.040, -3.851, 3.740], [-4.387, -3.387, 3.490], [-4.614, -2.187, 2.943], [-3.518, -1.192, 2.656], [3.373, -0.814, -0.934], [2.389, -0.032, -1.231], [5.061, 2.374, -2.522], [4.273, 1.760, -1.038], [3.352, 1.851, -2.545], [6.610, -1.301, -1.899], [6.413, -3.215, -0.293], [4.291, -3.529, 0.934], [2.229, -3.032, 1.513], [-0.995, -3.519, 3.317], [-2.875, -4.788, 4.256], [-5.225, -4.042, 3.715], [-5.631, -1.874, 2.735], [-3.763, -0.697, 1.708], [-0.736, -1.666, -5.801], [-0.066, -1.111, -4.104], [0.942, 0.447, -4.510], [1.252, -2.392, -3.642], [-1.344, -0.823, -2.803], [-2.405, -2.288, -2.439], [-1.423, -3.905, -2.309], [-3.380, -2.231, -0.823], [-3.734, -2.616, -3.770], [-2.212, 0.759, -2.980], [-3.558, 1.136, -1.701], [-3.002, 1.109, -4.677], [-1.028, 2.266, -2.720], [-1.159, 3.442, -3.460], [-0.306, 4.510, -3.244], [0.679, 4.394, -2.278], [0.748, 3.212, -1.557], [-0.085, 2.194, -1.760], [0.046, -1.538, -6.556], [-1.606, -1.085, -6.109], [-1.025, -2.720, -5.802], [1.659, 0.165, -5.288], [1.523, 0.808, -3.659], [0.345, 1.277, -4.897], [2.095, -2.273, -4.329], [0.891, -3.418, -3.730], [1.660, -2.272, -2.635], [-0.503, -3.790, -1.734], [-1.164, -4.327, -3.282], [-2.043, -4.638, -1.785], [-2.739, -2.361, 0.054], [-4.068, -3.083, -0.831], [-3.975, -1.334, -0.658], [-3.322, -2.757, -4.770], [-4.448, -1.789, -3.820], [-4.296, -3.515, -3.501], [-4.484, 0.591, -1.898], [-3.787, 2.205, -1.756], [-3.257, 0.909, -0.676], [-3.596, 0.244, -4.979], [-2.251, 1.277, -5.452], [-3.666, 1.979, -4.649], [-1.925, 3.501, -4.223], [-0.403, 5.419, -3.827], [1.383, 5.188, -2.073], [1.503, 3.076, -0.788], [0.033, 0.700, 3.529], [-1.330, 1.093, 2.418], [-0.876, 2.530, 1.455], [-2.873, 1.207, 3.075], [-3.753, 2.230, 2.608], [-5.052, 2.314, 2.984], [-5.555, 1.347, 3.936], [-4.820, 0.295, 4.321], [-3.476, -0.033, 3.724], [-0.160, -0.238, 4.048], [0.110, 1.514, 4.250], [0.965, 0.638, 2.963], [-1.067, 3.439, 2.025], [-1.448, 2.555, 0.528], [0.196, 2.495, 1.250], [-3.358, 3.000, 1.950], [-5.677, 3.130, 2.646], [-6.537, 1.495, 4.375], [-5.218, -0.395, 5.056], [-2.831, -0.407, 4.531], [7.726, 0.899, 5.888], [6.908, 1.992, 5.856], [7.104, 2.870, 6.664], [5.913, 2.050, 4.773], [5.701, 1.023, 3.840], [4.758, 1.145, 2.845], [3.962, 2.305, 2.720], [2.801, 2.430, 1.454], [4.179, 3.324, 3.668], [5.124, 3.201, 4.661], [7.486, 0.311, 5.160], [6.260, 0.091, 3.860], [4.611, 0.341, 2.134], [3.582, 4.225, 3.600], [5.271, 4.001, 5.375]], "mulliken_charge": [1.654, -0.442, -0.600, -0.090, -0.497, -0.856, -0.945, 1.545, -1.711, 0.496, -0.884, -0.789, 0.529, 0.427, -1.313, -0.783, -0.437, -0.963, 1.949, 0.129, -0.422, 0.287, 0.130, 0.040, 0.428, 0.347, 0.327, 0.201, 0.392, 0.369, 0.378, 0.426, -0.992, -1.216, 0.529, -0.640, -0.912, 2.183, -0.112, -1.173, -0.787, -1.125, -0.816, -0.772, -1.310, -0.474, -0.250, -0.585, -1.140, -0.436, 1.411, 0.312, 0.301, 0.293, 0.503, -0.230, 0.310, 0.315, 0.438, 0.060, 0.242, 0.308, 0.366, -0.118, 0.519, 0.218, 0.263, 0.256, 0.335, 0.434, 0.333, -0.174, 0.269, 0.361, 0.397, 0.399, 0.418, 0.491, 0.206, -1.129, 2.348, -0.956, -0.375, -0.545, -0.964, -0.437, -1.069, 0.464, 0.324, 0.525, 0.041, 0.706, 0.299, -0.534, 0.275, 0.415, 0.363, 0.365, 0.289, -0.524, 0.659, -0.627, 0.946, -0.704, -1.082, 0.146, -0.128, -0.607, -0.709, 0.284, 0.163, 0.492, 0.370, 0.387], "charge": -2, "homo_energy_ha": -0.050, "homo_lumo_gap_ev": 5.195, "e_above_lowest_kcal_mol": 56.7}

***

No. 2
{"formula": "C44H57BrIrN2O6P2", "method": "ωB97M-V/def2-TZVPD", "elements": ["Ir", "C", "O", "C", "C", "C", "Br", "C", "C", "C", "O", "C", "N", "C", "C", "C", "C", "C", "C", "N", "H", "H", "H", "H", "H", "H", "H", "H", "H", "H", "H", "O", "C", "O", "C", "O", "O", "C", "C", "C", "C", "P", "C", "C", "C", "C", "C", "C", "C", "C", "C", "C", "H", "H", "H", "H", "H", "H", "H", "H", "H", "H", "H", "H", "H", "H", "H", "H", "H", "H", "H", "H", "H", "H", "H", "C", "C", "C", "C", "P", "C", "C", "C", "C", "C", "C", "C", "C", "C", "C", "H", "H", "H", "H", "H", "H", "H", "H", "H", "H", "H", "H", "H", "H", "H", "H", "H", "H", "H", "H", "H", "H", "H"], "coordinates": [[0.905, 0.044, 0.466], [-2.656, 1.562, 3.820], [-2.418, 0.532, 2.870], [-3.492, -0.262, 2.596], [-4.764, -0.062, 3.105], [-5.801, -0.908, 2.722], [-7.527, -0.592, 3.410], [-5.587, -1.963, 1.865], [-4.298, -2.194, 1.384], [-3.267, -1.326, 1.720], [-2.020, -1.429, 1.133], [-4.052, -3.367, 0.531], [-4.899, -3.870, -0.310], [-4.260, -4.974, -0.867], [-4.721, -5.876, -1.824], [-3.885, -6.916, -2.179], [-2.613, -7.063, -1.602], [-2.136, -6.170, -0.661], [-2.984, -5.123, -0.317], [-2.842, -4.052, 0.557], [-3.398, 2.274, 3.451], [-1.711, 2.074, 3.953], [-2.988, 1.148, 4.774], [-4.974, 0.752, 3.782], [-6.385, -2.631, 1.573], [-2.104, -2.081, 0.425], [-5.705, -5.760, -2.256], [-4.213, -7.642, -2.909], [-1.995, -7.899, -1.901], [-1.159, -6.297, -0.212], [-2.201, -4.024, 1.334], [2.029, -3.251, 3.428], [1.411, -2.459, 2.879], [0.773, -1.650, 2.322], [4.106, -1.749, 0.860], [4.705, -2.622, 1.302], [3.484, -0.863, 0.418], [-0.465, -2.684, -1.314], [0.707, -2.103, -2.108], [0.647, -2.544, -3.574], [1.994, -2.683, -1.510], [0.740, -0.232, -1.907], [2.107, 0.298, -2.971], [1.950, 0.349, -4.360], [3.016, 0.691, -5.175], [4.256, 0.978, -4.620], [4.426, 0.920, -3.245], [3.357, 0.580, -2.431], [-0.854, 0.566, -2.519], [-1.904, 0.481, -1.389], [-0.554, 2.032, -2.856], [-1.521, -0.081, -3.742], [-0.450, -3.774, -1.389], [-1.437, -2.354, -1.681], [-0.369, -2.432, -0.251], [0.702, -3.635, -3.575], [1.501, -2.181, -4.143], [-0.267, -2.264, -4.084], [1.997, -3.760, -1.684], [2.025, -2.532, -0.430], [2.894, -2.264, -1.963], [0.998, 0.130, -4.819], [2.877, 0.732, -6.247], [5.087, 1.243, -5.259], [5.390, 1.136, -2.804], [3.495, 0.526, -1.364], [-1.516, 0.631, -0.380], [-2.410, -0.483, -1.391], [-2.669, 1.241, -1.563], [-0.077, 2.565, -2.039], [-1.502, 2.529, -3.067], [0.080, 2.132, -3.736], [-1.807, -1.115, -3.565], [-0.928, -0.027, -4.652], [-2.442, 0.475, -3.929], [3.132, 2.892, 3.686], [2.409, 1.697, 3.040], [1.250, 1.247, 3.946], [3.435, 0.557, 2.992], [1.686, 2.082, 1.343], [0.200, 3.110, 1.578], [-0.772, 3.055, 0.584], [-1.885, 3.883, 0.613], [-2.038, 4.793, 1.645], [-1.075, 4.865, 2.644], [0.032, 4.034, 2.616], [2.806, 3.197, 0.335], [4.232, 2.632, 0.298], [2.845, 4.626, 0.899], [2.221, 3.304, -1.074], [3.351, 2.605, 4.716], [2.559, 3.812, 3.719], [4.084, 3.102, 3.201], [1.672, 0.911, 4.896], [0.680, 0.418, 3.525], [0.553, 2.051, 4.164], [3.906, 0.496, 3.975], [4.220, 0.712, 2.257], [2.955, -0.404, 2.819], [-0.645, 2.375, -0.240], [-2.622, 3.823, -0.177], [-2.898, 5.449, 1.672], [-1.183, 5.578, 3.451], [0.757, 4.132, 3.406], [4.739, 2.746, 1.255], [4.809, 3.191, -0.441], [4.268, 1.580, 0.021], [3.324, 4.699, 1.871], [1.854, 5.073, 0.955], [3.435, 5.225, 0.202], [2.010, 2.339, -1.519], [2.947, 3.811, -1.712], [1.310, 3.904, -1.068]], "lowdin_spin": [0.909, 0.000, 0.001, 0.000, 0.000, 0.000, 0.000, 0.000, 0.000, 0.000, 0.004, 0.000, 0.000, 0.000, 0.000, 0.000, 0.000, 0.000, 0.000, 0.000, 0.000, 0.000, 0.000, 0.000, 0.000, 0.000, 0.000, 0.000, 0.000, 0.000, 0.000, 0.000, 0.000, 0.005, 0.006, 0.004, 0.040, 0.000, -0.002, -0.001, 0.001, -0.007, -0.001, -0.001, 0.000, 0.000, 0.000, 0.001, -0.001, 0.018, 0.000, -0.001, 0.000, 0.000, 0.000, 0.000, 0.000, 0.000, 0.000, 0.001, 0.000, 0.000, 0.000, 0.000, 0.000, 0.001, 0.013, 0.000, 0.001, 0.000, 0.000, 0.000, 0.000, 0.000, 0.000, -0.001, -0.003, 0.000, 0.001, -0.005, 0.003, 0.008, 0.001, 0.001, 0.001, -0.001, -0.001, 0.000, -0.001, 0.000, 0.000, 0.000, 0.000, 0.000, 0.000, 0.000, 0.000, 0.000, 0.000, 0.004, 0.000, 0.000, 0.000, 0.000, 0.000, 0.000, 0.000, 0.000, 0.000, 0.000, 0.000, 0.000, 0.000], "spin_multiplicity": 2, "charge": 2, "homo_energy_ha": [-0.449, -0.449], "homo_lumo_gap_ev": [4.484, 4.773], "e_above_lowest_kcal_mol": 0.0}

***

Number 1: DFT total energy -4536.5941 hartree. Number 2: DFT total energy -5632.3730 hartree.